Run w
Density functional theory data (ωB97M-V with the def2-TZVPD basis set) for a 5-piece molecular cluster, C30H25N5O10 overall.

Computed properties:
SMILES	O=[N+]([O-])c1ccccc1.O=[N+]([O-])c1ccccc1.O=[N+]([O-])c1ccccc1.O=[N+]([O-])c1ccccc1.O=[N+]([O-])c1ccccc1
gap between HOMO and LUMO	8.830	eV
multiplicity	1
highest occupied orbital energy	-9.58	eV

Each line ends with the Mulliken charge.
Geometry (Å):
O1 4.70013 3.26168 -3.97189  -0.64
N1 3.72027 2.73733 -3.48526  1.08
O2 2.63795 2.63796 -4.03139  -0.59
C1 3.83154 2.20731 -2.12768  0.10
C2 2.69532 1.79226 -1.46475  -0.40
C3 2.80351 1.17775 -0.23311  -0.33
C4 4.05935 1.03198 0.34556  -0.62
C5 5.18758 1.50657 -0.30855  -0.39
C6 5.07907 2.13434 -1.53866  -0.55
H1 1.73175 1.91225 -1.94066  0.53
H2 1.90735 0.97482 0.33757  0.48
H3 4.10095 0.58147 1.32934  0.43
H4 6.16461 1.34659 0.13038  0.38
H5 5.94840 2.53321 -2.03946  0.49
O3 0.69797 -2.27028 2.99904  -0.62
N2 0.30107 -2.54222 1.88599  1.00
O4 -0.60240 -1.96586 1.31109  -0.57
C7 0.95904 -3.64477 1.17153  0.16
C8 0.46501 -4.04047 -0.05499  -0.11
C9 1.12896 -5.06075 -0.73442  -0.53
C10 2.23055 -5.67682 -0.16537  -0.54
C11 2.68511 -5.28806 1.09517  -0.37
C12 2.05135 -4.25322 1.76073  -0.51
H6 -0.41301 -3.56917 -0.47213  0.43
H7 0.73440 -5.39867 -1.68352  0.38
H8 2.75449 -6.45470 -0.70773  0.41
H9 3.54732 -5.78144 1.52078  0.39
H10 2.40251 -3.92744 2.72877  0.48
O5 -6.44621 3.40639 1.90998  -0.55
N3 -5.87754 4.28164 2.53252  0.93
O6 -5.63756 5.39658 2.10606  -0.57
C13 -5.47621 3.97568 3.90500  0.45
C14 -6.12944 2.96972 4.58584  -0.42
C15 -5.71321 2.68192 5.87294  -0.34
C16 -4.68487 3.39438 6.47875  -0.47
C17 -4.11742 4.46018 5.79995  -0.46
C18 -4.47480 4.71987 4.48900  -0.47
H11 -6.95802 2.41858 4.16770  0.41
H12 -6.23229 1.92092 6.44298  0.36
H13 -4.39428 3.15794 7.49227  0.38
H14 -3.28367 5.02251 6.20363  0.35
H15 -4.05987 5.52133 3.89223  0.43
O7 -0.52034 0.75106 -1.19373  -0.55
N4 -1.37844 -0.10864 -1.17171  1.10
O8 -1.19593 -1.26265 -1.50593  -0.57
C19 -2.71165 0.26449 -0.69959  0.08
C20 -2.91349 1.53184 -0.20322  -0.30
C21 -4.16694 1.93249 0.22528  -0.56
C22 -5.19822 0.99834 0.19778  -0.37
C23 -4.97700 -0.27847 -0.30755  -0.58
C24 -3.73005 -0.65864 -0.77676  -0.33
H16 -2.13875 2.28311 -0.29291  0.43
H17 -4.38422 2.92669 0.58036  0.47
H18 -6.20449 1.25756 0.49910  0.42
H19 -5.77676 -1.00439 -0.22642  0.35
H20 -3.59912 -1.67102 -1.12597  0.44
O9 5.38652 -1.30994 -6.02201  -0.59
N5 5.14087 -2.22913 -5.27074  0.99
O10 5.74789 -3.28564 -5.23428  -0.61
C25 4.08304 -2.02105 -4.28312  -0.04
C26 3.20600 -0.96486 -4.45135  -0.64
C27 2.24553 -0.74566 -3.48559  -0.43
C28 2.19314 -1.54237 -2.34280  -0.22
C29 3.04972 -2.62983 -2.21692  -0.29
C30 3.98383 -2.88590 -3.21078  -0.37
H21 3.28776 -0.31927 -5.31506  0.49
H22 1.49605 0.02593 -3.60243  0.43
H23 1.41064 -1.34755 -1.62096  0.31
H24 3.00106 -3.25162 -1.33580  0.45
H25 4.63856 -3.74417 -3.14213  0.49



Run x
Density functional theory data (ωB97M-V with the def2-TZVPD basis set) for a 5-piece molecular cluster, C30H25N5O10 overall.

Computed properties:
SMILES	O=[N+]([O-])c1ccccc1.O=[N+]([O-])c1ccccc1.O=[N+]([O-])c1ccccc1.O=[N+]([O-])c1ccccc1.O=[N+]([O-])c1ccccc1
gap between HOMO and LUMO	9.086	eV
multiplicity	1
highest occupied orbital energy	-9.84	eV

Each line ends with the Mulliken charge.
Geometry (Å):
O1 7.73537 0.14743 16.65271  -0.57
N1 8.93170 -0.20316 16.58655  1.02
O2 9.85589 0.55974 16.81924  -0.61
C1 9.26229 -1.58020 16.08667  0.19
C2 8.23625 -2.42906 15.83326  -0.20
C3 8.49063 -3.73055 15.48372  -0.08
C4 9.84164 -4.15038 15.28107  -0.71
C5 10.86471 -3.16903 15.39785  -0.41
C6 10.59127 -1.87998 15.87607  -0.57
H1 7.17390 -2.21472 15.89926  0.44
H2 7.61329 -4.41789 15.35688  0.31
H3 10.00954 -5.18015 15.01929  0.45
H4 11.87420 -3.53586 15.21734  0.34
H5 11.39094 -1.11321 15.87980  0.40
O3 5.18882 -5.27011 22.46647  -0.64
N2 5.21282 -5.25483 21.26996  1.06
O4 4.77559 -6.06553 20.46808  -0.51
C7 5.93162 -4.13449 20.78881  0.43
C8 6.91913 -3.47678 21.49147  -0.56
C9 7.58242 -2.38486 20.88492  -0.71
C10 7.12713 -1.89980 19.67579  -0.79
C11 6.16333 -2.63553 18.94441  -0.64
C12 5.62021 -3.77046 19.50556  -0.15
H6 7.09702 -3.83092 22.52673  0.47
H7 8.40091 -1.94932 21.43755  0.48
H8 7.63527 -1.05948 19.17246  0.43
H9 5.73673 -2.35529 17.95088  0.50
H10 4.85343 -4.37880 19.02613  0.65
O5 8.36455 -6.92375 17.13387  -0.61
N3 7.93289 -7.01078 18.28398  1.14
O6 7.65984 -6.06926 18.98068  -0.64
C13 7.83978 -8.32714 18.82768  0.14
C14 8.20674 -9.41822 17.98881  -0.39
C15 8.11934 -10.73066 18.45202  -0.77
C16 7.47537 -10.84027 19.67191  -0.24
C17 7.08664 -9.80331 20.46946  -0.73
C18 7.23508 -8.48287 20.07492  -0.19
H11 8.71023 -9.11966 17.13428  0.62
H12 8.48244 -11.59553 17.92158  0.42
H13 7.13554 -11.82042 19.99700  0.33
H14 6.55026 -9.98359 21.38949  0.39
H15 7.09224 -7.58047 20.62698  0.52
O7 3.65956 -5.87567 13.47189  -0.61
N4 4.13249 -6.37737 14.47146  1.05
O8 5.29160 -6.54175 14.67170  -0.59
C19 3.17904 -6.46455 15.62571  0.33
C20 1.92592 -5.90404 15.48630  -0.43
C21 1.14600 -5.91092 16.61916  -0.25
C22 1.56316 -6.39619 17.86271  -0.67
C23 2.81777 -7.00128 17.96175  -0.03
C24 3.61428 -7.10983 16.80688  -0.88
H16 1.56999 -5.44715 14.54517  0.43
H17 0.07422 -5.54393 16.55505  0.30
H18 0.99140 -6.22748 18.77182  0.44
H19 3.13258 -7.49413 18.89195  0.32
H20 4.59966 -7.45946 16.84968  0.58
O9 0.92745 -4.45294 20.49495  -0.56
N5 0.66289 -3.24298 20.25100  0.94
O10 -0.35027 -2.76568 19.80174  -0.57
C25 1.80359 -2.30976 20.71067  0.51
C26 2.72230 -2.71589 21.68702  -0.48
C27 3.70882 -1.84855 22.08888  -0.19
C28 3.83869 -0.62137 21.48029  -0.65
C29 2.96815 -0.27695 20.45267  -0.47
C30 1.88060 -1.09704 20.08407  -0.69
H21 2.48256 -3.65654 22.18063  0.42
H22 4.41602 -2.15869 22.87749  0.35
H23 4.65028 0.02530 21.73880  0.46
H24 2.98622 0.59103 19.89954  0.49
H25 1.20910 -0.80192 19.30962  0.47



Ordering by calculated energy gives the sequence run w, run x, with the first entry being the most stable.



Run w
Density functional theory data (ωB97M-V with the def2-TZVPD basis set) for a 2-piece molecular cluster, C3H4N2OS2 overall.

Computed properties:
SMILES	NC(O)=C=S.N=C=S
gap between HOMO and LUMO	7.503	eV
multiplicity	1
highest occupied orbital energy	-7.86	eV

Each line ends with the Mulliken charge.
Geometry (Å):
N1 -0.46756 -1.69935 0.53988  -0.52
C1 0.43524 -0.61075 0.56672  0.42
O1 1.72987 -0.79131 0.03922  -0.44
C2 -0.12408 0.47946 1.06025  -0.09
S1 -0.88705 1.73114 1.61248  -0.28
H1 -0.27182 -2.28314 1.34190  0.24
H2 -1.38078 -1.35163 0.50746  0.25
H3 1.76451 -1.80851 -0.05030  0.36
N2 0.30455 2.18906 -1.32475  -0.42
C3 -0.57490 1.40524 -1.53436  0.42
S2 -1.81645 0.54927 -1.95294  -0.31
H4 1.28847 2.19052 -0.80556  0.37



Run x
Density functional theory data (ωB97M-V with the def2-TZVPD basis set) for C3H4N2OS2 in the gas phase.

Computed properties:
SMILES	[H]/N=C(/N)SC(=O)C=S
gap between HOMO and LUMO	7.724	eV
multiplicity	1
highest occupied orbital energy	-9.60	eV

Each line ends with the Mulliken charge.
Geometry (Å):
H1 0.25594 2.71584 1.35054  0.26
N1 -0.18663 1.97794 1.96884  -0.62
C1 -0.39438 0.95794 1.19593  0.52
N2 -1.04474 -0.18825 1.62430  -0.55
S1 -0.14343 0.93587 -0.66961  -0.22
C2 0.32060 -0.77736 -0.98290  0.83
O1 0.50243 -1.64349 -0.10517  -0.59
C3 0.62253 -0.83476 -2.45335  -0.27
S2 1.27369 -2.09406 -3.12117  -0.15
H2 -1.16572 -0.15972 2.59490  0.28
H3 -0.48055 -1.09212 1.50623  0.30
H4 0.44025 0.20216 -2.90855  0.20



Ordering by calculated energy gives the sequence run x, run w, with the first entry being the most stable.